[1]
Here is a cluster of 5 separate species, C27H54B2N3O8 in total in a non-equilibrium geometry from OMol25. Energies are from the ωB97M-V functional and the def2-TZVPD basis.

Properties
Net charge: +1

XYZ file:
```
94
Properties=species:S:1:pos:R:3:mulliken_charge:R:1
C 6.279 -1.454 5.807 -1.1328
C 5.417 -0.170 5.473 -0.2063
O 4.044 -0.582 5.663 -0.3718
C 3.183 0.526 5.321 -0.4870
C 2.318 0.199 4.039 0.1887
O 0.942 -0.099 4.351 -0.3829
C 0.254 1.091 4.737 -1.0295
C -1.141 1.189 4.049 0.3972
C -2.351 1.047 4.829 0.2139
B -2.420 0.767 6.410 0.3769
O -1.872 1.647 7.344 -0.5461
C -3.176 -0.552 6.936 -0.4840
C -3.123 -1.705 5.854 -0.7977
C -3.573 1.190 4.018 -0.4846
N -3.405 1.421 2.707 0.3351
N -2.335 1.516 1.967 -0.6661
C -1.160 1.404 2.596 -0.0969
B 0.210 1.516 1.713 0.7453
N 0.914 2.801 1.566 -0.5098
O 0.699 0.363 1.123 -0.4399
H 5.903 -1.837 6.780 0.2976
H 6.074 -2.183 4.983 0.2776
H 7.360 -1.188 5.827 0.3505
H 5.634 0.072 4.398 0.2970
H 5.659 0.686 6.154 0.3422
H 2.552 0.815 6.194 0.1567
H 3.874 1.368 5.048 0.3738
H 2.420 1.074 3.347 -0.1982
H 2.819 -0.659 3.531 0.3290
H 0.202 1.147 5.848 0.3965
H 0.811 2.014 4.407 0.4651
H -1.346 1.168 8.007 0.3458
H -2.834 -0.859 7.951 0.3729
H -4.257 -0.248 7.037 0.2621
H -3.792 -1.426 5.008 0.2320
H -3.342 -2.718 6.263 0.3440
H -2.088 -1.771 5.424 0.2011
H -4.591 1.117 4.457 0.4974
H -4.284 1.544 2.191 0.2985
H 0.776 3.172 0.624 0.2334
H 1.911 2.658 1.753 0.2184
H 0.054 -0.365 1.232 0.2599
C 0.311 -1.377 -2.870 -0.3456
C 0.763 -2.755 -2.419 -0.7181
C 0.701 -2.626 -0.906 -0.4846
O -0.347 -1.690 -0.613 -0.4134
C -0.740 -1.034 -1.832 0.6844
H -0.075 -1.353 -3.888 0.3967
H 1.146 -0.672 -2.804 0.1043
H 0.049 -3.509 -2.760 0.3053
H 1.752 -3.034 -2.781 0.3316
H 1.636 -2.222 -0.503 0.2824
H 0.492 -3.577 -0.412 0.3308
H -1.721 -1.420 -2.120 -0.4473
H -0.825 0.042 -1.660 -0.0090
C -0.058 3.707 -3.850 -0.6115
C -1.557 3.469 -3.807 -0.4406
C -1.734 2.392 -4.864 -0.3886
O -0.525 1.623 -4.875 -0.3631
C 0.473 2.309 -4.110 0.2841
H 0.344 4.153 -2.939 0.3604
H 0.190 4.363 -4.689 0.2655
H -1.843 3.079 -2.825 0.1369
H -2.151 4.361 -4.004 0.3731
H -1.864 2.830 -5.860 0.2785
H -2.583 1.737 -4.660 0.1963
H 0.615 1.757 -3.172 -0.1098
H 1.417 2.313 -4.656 0.0276
C 4.806 -0.636 -6.041 -0.4439
C 3.795 -0.285 -7.119 -0.5751
C 2.956 0.774 -6.427 -0.2030
O 3.821 1.452 -5.505 -0.4058
C 5.043 0.713 -5.383 -0.4517
H 5.720 -1.087 -6.426 0.3360
H 4.358 -1.329 -5.324 0.1936
H 4.308 0.149 -7.982 0.2751
H 3.208 -1.135 -7.465 0.3259
H 2.140 0.322 -5.852 0.0942
H 2.530 1.495 -7.127 0.3136
H 5.829 1.274 -5.899 0.2810
H 5.314 0.624 -4.329 0.2650
C -6.161 -2.213 -2.784 -0.5535
C -5.477 -2.871 -1.601 -0.6042
C -4.075 -3.101 -2.137 -0.1266
O -3.814 -2.051 -3.079 -0.3929
C -5.042 -1.365 -3.361 -0.4080
H -7.042 -1.630 -2.515 0.3404
H -6.465 -2.974 -3.508 0.2561
H -5.446 -2.176 -0.756 0.2354
H -5.961 -3.790 -1.268 0.3607
H -4.004 -4.055 -2.669 0.2687
H -3.317 -3.083 -1.351 0.1245
H -4.998 -0.383 -2.876 0.2487
H -5.139 -1.216 -4.437 0.2442
```

***

[2]
Here is a structure of composition C58H54N10PPdS from OMol25. Energies are from the ωB97M-V functional and the def2-TZVPD basis.

Properties
Net charge: -1

XYZ file:
```
125
Properties=species:S:1:pos:R:3:mulliken_charge:R:1
Pd 0.588 -0.038 -0.803 0.5546
C -4.331 -1.752 0.637 -1.2115
N -2.949 -2.042 0.329 0.2699
C -1.842 -1.409 0.839 -0.7177
N -0.726 -1.898 0.320 -0.1118
C -1.126 -2.898 -0.529 -1.1637
C -2.495 -2.996 -0.544 1.0881
C -3.357 -3.892 -1.324 0.3707
C -4.435 -3.409 -2.067 -0.0472
C -5.205 -4.268 -2.835 -0.8316
C -4.903 -5.621 -2.882 -0.4422
C -3.827 -6.110 -2.155 -0.7883
C -3.061 -5.255 -1.380 -0.2312
C -0.175 -3.688 -1.332 0.8724
C -0.306 -3.767 -2.717 0.1313
C 0.581 -4.549 -3.443 -1.0567
C 1.598 -5.242 -2.804 -0.4818
C 1.735 -5.160 -1.424 -0.8079
C 0.844 -4.389 -0.692 -0.1108
P -2.047 0.030 1.909 -0.5251
C -1.807 1.433 0.784 -0.1106
N -0.732 1.764 0.103 -0.0556
C -1.058 2.873 -0.634 0.1207
C -2.394 3.167 -0.449 0.3203
N -2.860 2.259 0.468 0.4755
C -4.229 2.155 0.929 -0.8681
C -3.289 4.129 -1.114 -0.7720
C -3.465 4.047 -2.496 0.2396
C -4.301 4.938 -3.149 -1.0210
C -4.980 5.914 -2.430 -0.3943
C -4.814 6.000 -1.056 -0.8557
C -3.968 5.114 -0.402 0.1480
C -0.082 3.579 -1.481 0.3201
C 1.060 2.909 -1.913 0.9278
C 1.982 3.539 -2.734 -1.0509
C 1.785 4.854 -3.129 -0.4353
C 0.665 5.542 -2.677 -0.8136
C -0.259 4.913 -1.856 -0.4547
C -0.526 0.028 2.888 -1.1350
N 0.702 0.143 2.449 0.0924
C 1.511 0.208 3.544 -0.6269
C 0.753 0.111 4.691 0.7600
N -0.552 -0.006 4.263 0.2426
C -1.727 -0.045 5.112 -1.1297
C 1.152 0.161 6.102 -0.0432
C 0.730 -0.801 7.021 -0.3326
C 1.142 -0.743 8.344 -0.7159
C 1.993 0.269 8.764 -0.3718
C 2.424 1.227 7.857 -0.7389
C 2.003 1.178 6.538 -0.0782
C 2.957 0.405 3.336 0.5678
C 3.355 1.123 2.207 -0.4046
C 4.701 1.331 1.953 -0.5222
C 5.662 0.817 2.813 -0.4600
C 5.274 0.086 3.928 -0.8262
C 3.926 -0.120 4.190 -0.0576
H -4.413 -1.450 1.680 0.4909
H -4.929 -2.646 0.475 0.4837
H -4.716 -0.953 -0.001 0.2385
H -4.639 -2.346 -2.076 0.1761
H -6.027 -3.872 -3.418 0.3967
H -5.497 -6.290 -3.493 0.3805
H -3.575 -7.162 -2.198 0.3957
H -2.211 -5.631 -0.825 0.4339
H -1.065 -3.183 -3.225 0.4105
H 0.491 -4.572 -4.522 0.4362
H 2.298 -5.834 -3.383 0.3887
H 2.536 -5.685 -0.919 0.4124
H 0.946 -4.302 0.383 0.2710
H -4.897 2.501 0.142 0.3585
H -4.398 2.757 1.825 0.2726
H -4.461 1.119 1.158 0.2621
H -2.925 3.286 -3.047 0.5042
H -4.423 4.868 -4.222 0.4192
H -5.636 6.607 -2.941 0.3772
H -5.335 6.763 -0.491 0.3760
H -3.820 5.194 0.669 0.4401
H 1.197 1.882 -1.583 -0.0938
H 2.852 2.979 -3.059 0.4637
H 2.499 5.345 -3.779 0.3932
H 0.509 6.576 -2.961 0.3912
H -1.113 5.476 -1.500 0.4769
H -1.508 0.462 6.049 0.4603
H -2.031 -1.071 5.325 0.2471
H -2.547 0.463 4.611 0.3754
H 0.092 -1.610 6.689 0.4297
H 0.808 -1.499 9.043 0.3780
H 2.320 0.309 9.796 0.3880
H 3.089 2.018 8.179 0.3996
H 2.339 1.923 5.828 0.4799
H 2.596 1.466 1.513 0.3329
H 4.995 1.868 1.060 0.4957
H 6.715 0.965 2.603 0.3854
H 6.021 -0.336 4.589 0.3964
H 3.621 -0.698 5.054 0.5584
C 6.798 1.511 -1.763 -0.9575
C 6.482 0.028 -1.932 -0.3319
C 5.202 -0.353 -1.248 0.2036
N 4.082 0.246 -1.463 -0.8938
N 3.057 -0.226 -0.700 0.6628
C 3.413 -1.193 0.095 0.1881
N 2.529 -1.831 0.912 0.0290
S 5.084 -1.625 -0.070 -0.3470
H 7.687 1.792 -2.330 0.3915
H 6.971 1.753 -0.713 0.2038
H 5.960 2.114 -2.111 0.1960
H 7.296 -0.584 -1.538 0.3337
H 6.392 -0.221 -2.992 0.2393
H 1.596 -1.399 0.848 -0.4619
H 2.857 -2.006 1.850 0.4018
C -2.593 0.234 -2.466 1.5040
C -1.550 -0.337 -3.375 -0.5867
C -1.647 -0.640 -4.729 -1.2180
C -0.355 -1.074 -5.123 -0.8409
C 0.435 -1.014 -3.982 -0.3247
C 1.884 -1.348 -3.807 -0.9775
N -0.299 -0.611 -2.912 2.1117
H -3.580 -0.208 -2.636 0.4141
H -2.704 1.322 -2.571 -0.9355
H -2.287 0.059 -1.435 -0.9069
H -2.524 -0.529 -5.354 0.4261
H -0.034 -1.381 -6.111 0.4228
H 2.212 -2.112 -4.520 0.4167
H 2.043 -1.725 -2.793 -0.2334
H 2.536 -0.475 -3.923 0.2883
```

***

[3]
Here is a cluster of 2 separate species, C8H12BrN2 in total in a non-equilibrium geometry from OMol25. Energies are from the ωB97M-V functional and the def2-TZVPD basis.

Properties
Net charge: +1

XYZ file:
```
23
Properties=species:S:1:pos:R:3:mulliken_charge:R:1
C -0.759 3.239 0.207 0.0317
C 0.981 -0.064 -1.425 -0.1879
C -1.743 -0.391 1.125 0.1723
C -0.852 -0.090 0.216 0.9535
C -2.917 0.500 1.409 -1.3560
C -1.477 -1.669 1.941 -1.3271
C 3.508 -0.177 -1.725 -1.1328
C 2.131 -0.989 -1.751 -0.0412
N 0.005 -0.217 -0.620 -0.0412
N -1.143 2.149 0.003 -0.5186
Br 1.968 -2.511 -0.510 -0.1167
H -0.365 4.215 0.236 0.3828
H 1.070 0.932 -1.862 0.4088
H -2.606 1.512 1.463 0.3124
H -3.526 0.559 0.572 0.4025
H -3.316 0.275 2.355 0.4578
H -1.216 -2.487 1.299 0.3545
H -2.403 -1.819 2.510 0.3933
H -0.760 -1.466 2.631 0.3922
H 4.170 -0.986 -1.627 0.3943
H 3.490 0.551 -0.933 0.3680
H 3.715 0.335 -2.767 0.3106
H 2.044 -1.403 -2.744 0.3869
```

***

Let's list highest occupied orbital energy in order: -10.78 -2.15 -13.34 eV.